ORCA calculation (wB97M-V/def2-TZVPD) on a 4-piece molecular cluster, C4H17N3O4 overall in a non-equilibrium geometry.

XYZ file:
```
28
Properties=species:S:1:pos:R:3
H 2.580 0.248 -0.449
O 0.703 -2.148 2.374
H -0.189 1.864 1.727
N 1.668 0.545 -0.633
N -1.024 0.389 0.551
H -2.926 0.871 0.293
C -0.321 1.622 0.566
C 1.109 1.750 -0.147
H 0.051 1.162 -2.746
H 0.006 -0.599 -3.375
H 0.954 -2.909 1.869
C 1.320 -0.134 -1.790
H 1.350 -1.456 2.340
H -0.555 -0.381 0.749
H -0.892 -2.588 -1.650
H -1.866 -3.087 -0.557
C -2.312 0.184 -0.358
O 1.967 -1.157 -1.931
H 1.097 1.182 3.099
H 1.810 1.989 0.649
H -2.644 -0.859 -0.501
N 0.185 0.095 -2.641
H -2.232 0.306 -1.403
O -1.777 -2.382 -1.347
H 0.483 -0.084 3.268
H 1.177 2.601 -0.762
H -0.844 2.554 0.204
O 1.122 0.420 2.602
```

Values from the calculation:
E_tot, eV: -17081.1425
Energy above the lowest of the compared OMol25 structures with the same formula, charge and spin, kcal/mol: 92.89
Frontier orbital gap, eV: 8.290
SMILES: CNCCNC(N)=O.O.O.O